Entry 1
A molecular structure, C3H8NOP. Source: the Open Molecules 2025 dataset; level of theory: the ωB97M-V functional and the def2-TZVPD basis.

* orbital gap: 9.2 eV
* E_LUMO: 0.29 eV

CARTESIAN COORDINATES (ANGSTROEM)
C (0.296, -0.411, 0.539)
C (1.017, 0.287, 1.648)
C (-1.183, -0.006, 0.383)
N (-0.603, 0.142, -2.504)
O (0.894, -1.468, -0.140)
P (1.272, -0.187, -1.093)
H (0.762, 0.031, 2.721)
H (0.921, 1.313, 1.560)
H (2.168, -0.061, 1.685)
H (-1.469, -0.131, -0.656)
H (-1.296, 1.079, 0.621)
H (-1.911, -0.544, 1.145)
H (-0.219, 0.792, -3.153)
H (-0.649, -0.835, -2.755)

Results of the Mulliken charge analysis, in e, for atoms 1 through 8:
1. C 0.926
2. C -1.289
3. C -1.077
4. N -0.806
5. O -0.375
6. P 0.197
7. H 0.320
8. H 0.350

Entry 2
C3H8NOP in the gas phase. Source: the Open Molecules 2025 dataset; level of theory: the ωB97M-V functional and the def2-TZVPD basis.

* orbital gap (alpha / beta): 8.8 / 8.8 eV
* E_LUMO (alpha / beta): -0.49 / -0.49 eV

CARTESIAN COORDINATES (ANGSTROEM)
C (-1.100, 0.407, 1.739)
C (0.110, 0.876, -1.707)
C (0.665, -0.554, -1.257)
N (1.063, 0.496, 1.912)
O (-0.148, -1.158, -0.156)
P (0.134, -0.810, 1.515)
H (-1.283, 0.560, 2.819)
H (-1.945, 0.704, 1.179)
H (-0.891, 0.611, -1.720)
H (0.053, 1.608, -0.807)
H (0.509, 1.374, -2.628)
H (1.671, -0.606, -0.936)
H (0.575, -1.359, -2.030)
H (0.588, -2.149, 2.077)

Results of the Mulliken charge analysis, in e, for atoms 1 through 8:
1. C -0.667
2. C -0.915
3. C -0.283
4. N -0.421
5. O -0.441
6. P 0.502
7. H 0.295
8. H 0.339

The structure with the most favorable energy is entry 1; the runner-up is 49.1 kcal/mol above it.

Entry 1
C3H3NO2 in the gas phase. Source: the Open Molecules 2025 dataset; level of theory: the ωB97M-V functional and the def2-TZVPD basis.

* orbital gap: 11.2 eV
* E_LUMO: 0.58 eV
* SMILES: N#CCOC=O

CARTESIAN COORDINATES (ANGSTROEM)
N (-2.091, 0.925, 0.863)
C (-1.205, 0.328, 0.422)
C (-0.488, -0.813, -0.156)
O (0.916, -0.617, -0.449)
C (1.367, 0.614, -0.139)
O (0.687, 1.484, 0.328)
H (-1.014, -1.069, -1.083)
H (-0.599, -1.634, 0.560)
H (2.426, 0.782, -0.347)

Results of the Mulliken charge analysis, in e, for atoms 1 through 8:
1. N -0.462
2. C 0.290
3. C -0.166
4. O -0.328
5. C 0.199
6. O -0.448
7. H 0.263
8. H 0.262

Entry 2
C3H3NO2 in the gas phase. Source: the Open Molecules 2025 dataset; level of theory: the ωB97M-V functional and the def2-TZVPD basis.

* orbital gap: 10.8 eV
* E_LUMO: -0.36 eV
* SMILES: N#CC(=O)CO

CARTESIAN COORDINATES (ANGSTROEM)
N (-1.701, -1.296, -1.309)
C (-0.866, -0.543, -1.618)
C (-0.526, 0.393, -0.441)
O (-1.094, 1.424, -0.283)
C (0.532, -0.247, 0.438)
O (0.931, 0.576, 1.483)
H (1.342, -0.542, -0.248)
H (0.126, -1.171, 0.871)
H (1.255, 1.405, 1.107)

Results of the Mulliken charge analysis, in e, for atoms 1 through 8:
1. N -0.266
2. C 0.001
3. C 0.626
4. O -0.442
5. C -0.413
6. O -0.480
7. H 0.307
8. H 0.345

Entry 3
A molecular structure, C3H3NO2. Source: the Open Molecules 2025 dataset; level of theory: the ωB97M-V functional and the def2-TZVPD basis.

* orbital gap (alpha / beta): 8.8 / 8.8 eV
* E_LUMO (alpha / beta): -0.57 / -0.57 eV

CARTESIAN COORDINATES (ANGSTROEM)
C (0.755, -1.129, -0.336)
O (-0.036, -0.612, -1.159)
C (-0.909, 0.886, -0.492)
O (-1.657, 1.465, -1.136)
C (-0.259, 0.886, 1.028)
N (-0.626, 1.675, 1.836)
H (0.481, -0.001, 0.945)
H (0.437, -1.976, 0.286)
H (1.829, -0.900, -0.379)

Results of the Mulliken charge analysis, in e, for atoms 1 through 8:
1. C -0.413
2. O -0.384
3. C 0.602
4. O -0.272
5. C 0.031
6. N -0.491
7. H 0.216
8. H 0.359

The structure with the most favorable energy is entry 1; the runner-up is 22.8 kcal/mol above it.

Entry 1
C3H3NO2 in the gas phase. Source: the Open Molecules 2025 dataset; level of theory: the ωB97M-V functional and the def2-TZVPD basis.

* orbital gap: 11.9 eV
* E_LUMO: 0.48 eV

CARTESIAN COORDINATES (ANGSTROEM)
O (-0.313, -1.850, -0.453)
C (-0.508, -0.877, -1.126)
O (-0.517, 0.406, -0.693)
C (-0.180, 0.639, 0.661)
C (2.144, 0.338, 0.798)
N (1.204, 1.062, 0.743)
H (-0.725, -0.881, -2.203)
H (-0.801, 1.443, 1.031)
H (-0.304, -0.278, 1.242)

Results of the Mulliken charge analysis, in e, for atoms 1 through 8:
1. O -0.458
2. C 0.222
3. O -0.293
4. C -0.288
5. C 0.023
6. N -0.198
7. H 0.353
8. H 0.247

Entry 2
C3H3NO2 in the gas phase. Source: the Open Molecules 2025 dataset; level of theory: the ωB97M-V functional and the def2-TZVPD basis.

* orbital gap (alpha / beta): 7.4 / 7.4 eV
* E_LUMO (alpha / beta): -1.72 / -1.72 eV

CARTESIAN COORDINATES (ANGSTROEM)
O (0.656, -1.178, -1.029)
C (0.041, -0.455, -0.135)
C (0.226, 0.970, -0.026)
O (1.004, 1.617, -0.787)
C (-0.849, -1.130, 0.757)
N (-1.586, -1.597, 1.517)
H (1.221, -0.579, -1.569)
H (0.156, 1.131, 1.119)
H (-0.861, 1.302, 0.221)

Results of the Mulliken charge analysis, in e, for atoms 1 through 8:
1. O -0.423
2. C 0.611
3. C -0.029
4. O -0.710
5. C -0.026
6. N -0.311
7. H 0.358
8. H 0.273

The structure with the most favorable energy is entry 1; the runner-up is 44.0 kcal/mol above it.

Entry 1
C3H3NO2 in the gas phase. Source: the Open Molecules 2025 dataset; level of theory: the ωB97M-V functional and the def2-TZVPD basis.

* orbital gap: 10.7 eV
* E_LUMO: 0.65 eV
* SMILES: Oc1ccon1

CARTESIAN COORDINATES (ANGSTROEM)
O (2.086, -0.131, 0.035)
C (0.747, -0.292, 0.090)
C (-0.259, 0.715, -0.005)
C (-1.398, -0.008, 0.094)
O (-1.119, -1.304, 0.261)
N (0.247, -1.488, 0.250)
H (2.278, 0.477, -0.690)
H (-0.134, 1.784, -0.094)
H (-2.448, 0.248, 0.059)

Results of the Mulliken charge analysis, in e, for atoms 1 through 8:
1. O -0.511
2. C 0.585
3. C -0.324
4. C -0.354
5. O -0.119
6. N -0.364
7. H 0.334
8. H 0.331

Entry 2
C3H3NO2 in the gas phase. Source: the Open Molecules 2025 dataset; level of theory: the ωB97M-V functional and the def2-TZVPD basis.

* orbital gap: 10.9 eV
* E_LUMO: 0.71 eV
* SMILES: Oc1ccon1

CARTESIAN COORDINATES (ANGSTROEM)
O (-1.109, -0.724, -1.582)
C (-0.604, 0.132, -0.671)
C (-0.068, -0.491, 0.496)
C (0.773, 0.450, 0.948)
O (0.664, 1.566, 0.220)
N (-0.219, 1.359, -0.847)
H (-0.463, -1.386, -1.219)
H (-0.438, -1.399, 0.955)
H (1.490, 0.456, 1.750)

Results of the Mulliken charge analysis, in e, for atoms 1 through 8:
1. O -0.499
2. C 0.608
3. C -0.311
4. C -0.472
5. O -0.139
6. N -0.375
7. H 0.368
8. H 0.396

The structure with the most favorable energy is entry 1; the runner-up is 22.4 kcal/mol above it.

Entry 1
3 unconnected molecules or ions with the total composition C3H3NO2. Source: the Open Molecules 2025 dataset; level of theory: the ωB97M-V functional and the def2-TZVPD basis.

* orbital gap: 10.9 eV
* E_LUMO: -0.22 eV

CARTESIAN COORDINATES (ANGSTROEM)
C (-1.661, 0.119, 0.150)
O (-0.984, 0.900, -0.468)
C (1.228, 0.794, -1.127)
O (1.380, 1.803, -1.618)
C (1.311, -1.026, 0.703)
N (2.427, -1.051, 0.989)
H (0.266, -1.043, 0.485)
H (-1.529, -0.021, 1.239)
H (-2.439, -0.475, -0.354)

Results of the Mulliken charge analysis, in e, for atoms 1 through 8:
1. C -0.241
2. O -0.355
3. C 0.136
4. O -0.179
5. C 0.268
6. N -0.376
7. H 0.133
8. H 0.340

Entry 2
C3H3NO2 in the gas phase. Source: the Open Molecules 2025 dataset; level of theory: the ωB97M-V functional and the def2-TZVPD basis.

* orbital gap (alpha / beta): 8.1 / 8.0 eV
* E_LUMO (alpha / beta): -0.84 / -0.86 eV

CARTESIAN COORDINATES (ANGSTROEM)
O (2.120, 0.024, 0.467)
C (0.870, -0.271, 0.036)
C (-0.044, 0.784, -0.296)
O (-1.316, 0.699, 0.062)
C (-2.019, -0.419, -0.090)
N (0.326, -1.318, -0.364)
H (2.634, -0.799, 0.420)
H (0.196, 1.614, -0.957)
H (-2.777, -0.326, 0.728)

Results of the Mulliken charge analysis, in e, for atoms 1 through 8:
1. O -0.472
2. C 0.474
3. C -0.077
4. O -0.193
5. C -0.130
6. N -0.516
7. H 0.375
8. H 0.374

The structure with the most favorable energy is entry 1; the runner-up is 100.6 kcal/mol above it.

Entry 1
3 unconnected molecules or ions with the total composition C5H13NS. Source: the Open Molecules 2025 dataset; level of theory: the ωB97M-V functional and the def2-TZVPD basis.

* orbital gap (alpha / beta): 5.8 / 6.4 eV
* E_LUMO (alpha / beta): 3.71 / 3.63 eV
* spin multiplicity: 2
* charge: -1

CARTESIAN COORDINATES (ANGSTROEM)
C (-0.595, -1.499, -0.624)
C (0.257, -2.226, 0.117)
S (2.707, 0.369, -1.961)
C (-0.499, -0.016, -0.741)
N (-0.226, 0.609, 0.558)
C (0.453, 1.902, 0.505)
C (-1.453, 0.733, 1.361)
H (-1.424, -2.000, -1.113)
H (1.200, -1.692, -1.701)
H (1.105, -1.791, 0.626)
H (0.123, -3.289, 0.294)
H (2.579, -0.565, -1.004)
H (-1.419, 0.375, -1.192)
H (0.375, 0.276, -1.381)
H (0.000, 2.725, -0.074)
H (0.687, 2.126, 1.550)
H (1.456, 1.690, 0.122)
H (-1.808, -0.269, 1.611)
H (-1.280, 1.305, 2.275)
H (-2.238, 1.238, 0.773)

Results of the Mulliken charge analysis, in e, for atoms 1 through 8:
1. C -0.534
2. C -0.425
3. S -0.738
4. C -0.430
5. N 0.194
6. C -1.046
7. C -1.048
8. H 0.234

Entry 2
A gas-phase ion, C5H13NS (charge -1). Source: the Open Molecules 2025 dataset; level of theory: the ωB97M-V functional and the def2-TZVPD basis.

* orbital gap (alpha / beta): 2.1 / 8.4 eV
* E_LUMO (alpha / beta): 3.44 / 3.48 eV
* spin multiplicity: 2
* charge: -1

CARTESIAN COORDINATES (ANGSTROEM)
C (-0.227, 0.372, 1.324)
C (-1.249, 0.295, 0.230)
C (-1.698, -1.185, -0.053)
S (-0.349, -2.089, -1.045)
C (0.526, 1.753, 1.274)
N (1.134, 2.062, -0.026)
C (2.030, 0.940, -0.462)
H (0.590, -0.402, 1.229)
H (-0.614, 0.125, 2.339)
H (-0.842, 0.828, -0.637)
H (-2.166, 0.850, 0.433)
H (-1.569, -1.645, 0.934)
H (-2.703, -1.343, -0.406)
H (-0.795, -1.446, -2.157)
H (-0.269, 2.519, 1.398)
H (1.149, 1.724, 2.195)
H (1.670, 2.915, 0.064)
H (2.853, 1.291, -1.099)
H (1.442, 0.329, -1.150)
H (2.347, 0.223, 0.292)

Results of the Mulliken charge analysis, in e, for atoms 1 through 8:
1. C -0.997
2. C -0.953
3. C -0.769
4. S -1.312
5. C -0.798
6. N -0.348
7. C -0.773
8. H 0.197

The structure with the most favorable energy is entry 2; the runner-up is 29.4 kcal/mol above it.